Entry from the Open Molecules 2025 dataset: C14H29N5O11P2ReS2 as an isolated structure (ωB97M-V/def2-TZVPD).

Output
Kohn-Sham gap (alpha / beta) = 6.96 / 7.17 eV
E_HOMO (alpha / beta) = -0.567 / -0.562 Eh
Net charge = +2
Multiplicity = 2
E_LUMO (alpha / beta) = -8.46 / -8.11 eV
Energy relative to the best compared isomer or geometry (same formula, charge and spin) = 10.4 kcal per mole
Expectation value of S² = 0.76

Structure (XYZ):
```
64
C14H29N5O11P2ReS2 | the Open Molecules 2025 dataset | ωB97M-V/def2-TZVPD
Re -0.56849 -0.07009 0.19037
C 1.36529 2.03608 -1.00718
C 0.16757 2.78956 -0.46005
N -0.43387 2.03754 0.68674
C 0.16061 2.27978 2.03540
C 1.48250 1.56075 2.22865
S 1.34019 -0.18286 1.66802
C 2.70359 -0.33784 0.45411
C 2.21833 -0.30298 -0.99682
N 1.02418 0.58377 -1.15625
H 2.22531 2.10927 -0.34747
H 1.66655 2.44560 -1.97103
H -0.60528 2.87226 -1.22692
H 0.44819 3.79716 -0.14888
H -1.39895 2.35888 0.74262
H -0.56784 1.90627 2.75659
H 0.28299 3.35170 2.20469
H 1.73445 1.53793 3.28740
H 2.30761 2.03872 1.70685
H 3.19629 -1.28739 0.65470
H 3.41844 0.44985 0.68572
H 1.91465 -1.29698 -1.31638
H 3.02059 0.04247 -1.65165
H 0.67495 0.45269 -2.10648
O -4.11085 -1.51666 1.54592
P -2.62356 -1.89696 1.88104
O -2.31225 -2.36842 3.21432
O -1.88097 -0.52512 1.44400
O -2.20877 -2.85071 0.67451
P -0.70062 -3.20983 0.18118
O 0.17999 -3.06873 1.49280
O -0.62985 -4.42002 -0.60005
O -0.34096 -1.85502 -0.56520
H -4.75579 -1.94044 2.13729
H 0.05823 -3.76301 2.16210
C -1.44767 3.50683 -6.15401
C -2.83343 3.55316 -5.52940
S -2.75249 3.65440 -3.75651
O -1.77922 2.68957 -3.26264
O -2.60386 5.01756 -3.33849
C -4.37758 3.15192 -3.16802
C -4.74361 1.66668 -3.12631
N -3.64753 0.80615 -2.64015
C -3.09142 0.90995 -1.42542
N -1.98972 0.14981 -1.34513
C -1.85166 -0.48322 -2.55849
C -2.85649 -0.06740 -3.35921
N -2.98818 -0.42401 -4.75640
O -2.21650 -1.26476 -5.14711
O -3.79421 0.18550 -5.43495
C -3.61523 1.77689 -0.34062
H -1.55517 3.46440 -7.23597
H -0.89936 2.62515 -5.82649
H -0.87169 4.39699 -5.90516
H -3.42059 2.66554 -5.77684
H -3.38950 4.44072 -5.83364
H -5.10862 3.68042 -3.78250
H -4.42528 3.61875 -2.18382
H -5.02821 1.29402 -4.10099
H -5.59565 1.52809 -2.46058
H -1.08045 -1.20148 -2.77578
H -4.69490 1.89502 -0.41689
H -3.17135 2.77535 -0.40377
H -3.41658 1.32721 0.62993
```

Entry from the Open Molecules 2025 dataset: an isolated ion of composition C14H20NO and charge +1 in a non-equilibrium geometry (ωB97M-V/def2-TZVPD).

Output
Kohn-Sham gap = 9.10 eV
E_HOMO = -0.432 Eh
Net charge = +1
E_LUMO = -2.66 eV
SMILES = C=CC[NH+](CC=C)CCOc1ccccc1
Energy relative to the best compared isomer or geometry (same formula, charge and spin) = 28.2 kcal per mole

Structure (XYZ):
```
36
C14H20NO | the Open Molecules 2025 dataset | ωB97M-V/def2-TZVPD
C -1.11477 0.53688 2.47056
C -1.84037 -0.20418 1.65367
C -1.27452 -1.30086 0.80106
N -1.69259 -1.15445 -0.62516
C -1.34149 -2.36111 -1.41626
C -1.90388 -2.35045 -2.81154
C -3.03548 -1.78567 -3.19025
C -1.20058 0.12278 -1.22494
C 0.27067 0.09484 -1.67031
O 1.15387 -0.26942 -0.64817
C 1.60915 0.68875 0.24603
C 1.21796 2.01855 0.26363
C 1.74018 2.86894 1.22722
C 2.63331 2.40342 2.17334
C 3.01846 1.07182 2.15416
C 2.50933 0.21604 1.19750
H -1.56349 1.28883 3.09478
H -0.04788 0.41661 2.55842
H -2.91453 -0.07743 1.59727
H -1.64608 -2.26590 1.15884
H -0.18489 -1.30451 0.84407
H -2.71739 -1.08966 -0.62697
H -0.25475 -2.45429 -1.43433
H -1.73622 -3.23679 -0.88897
H -1.31531 -2.90637 -3.52609
H -3.37228 -1.85668 -4.20855
H -3.69208 -1.23802 -2.53117
H -1.80780 0.35450 -2.10102
H -1.34120 0.89801 -0.46736
H 0.51208 1.08092 -2.08272
H 0.41595 -0.63513 -2.47119
H 0.52623 2.42095 -0.46059
H 1.43843 3.90477 1.22959
H 3.03192 3.07326 2.91806
H 3.71956 0.69820 2.88372
H 2.80640 -0.82035 1.16045
```

Entry from the Open Molecules 2025 dataset: a 2-piece molecular cluster, C6H16N2O overall in a non-equilibrium geometry (ωB97M-V/def2-TZVPD).

Output
Kohn-Sham gap = 9.66 eV
E_HOMO = -0.320 Eh
E_LUMO = 0.95 eV
SMILES = C=C(C)ON.CCNC
Energy relative to the best compared isomer or geometry (same formula, charge and spin) = 105.0 kcal per mole

Structure (XYZ):
```
25
C6H16N2O | the Open Molecules 2025 dataset | ωB97M-V/def2-TZVPD
C -0.96671 -2.68213 -1.21605
C -0.25990 -1.66090 -1.69440
C 1.21545 -1.49994 -1.50710
O -0.96423 -0.61686 -2.24597
N -0.24053 0.62503 -2.30649
H -0.47486 -3.58455 -0.90102
H -2.02812 -2.75009 -1.38414
H 1.62693 -2.39274 -1.04482
H 1.43317 -0.64208 -0.87262
H 1.69606 -1.32450 -2.46965
H -0.23174 0.87267 -3.29569
H -0.83948 1.29468 -1.81704
C 0.94457 2.63535 1.39475
C 0.86956 1.12744 1.64910
N -0.51307 0.85397 1.17146
C -1.31142 -0.05189 1.98165
H 1.26420 2.87309 0.38010
H -0.28539 2.66561 1.48111
H 1.60184 3.13761 2.10789
H 1.63449 0.56909 1.09342
H 0.89575 0.90017 2.71891
H -0.47171 0.49286 0.22116
H -2.23383 -0.27131 1.44314
H -1.53987 0.44256 2.92588
H -0.82117 -1.01313 2.18640
```

Entry from the Open Molecules 2025 dataset: C30H34BN2O4PS2Tc as an isolated structure (ωB97M-V/def2-TZVPD).

Output
Kohn-Sham gap (alpha / beta) = 7.19 / 6.39 eV
E_HOMO (alpha / beta) = -0.518 / -0.516 Eh
Net charge = +2
Multiplicity = 4
E_LUMO (alpha / beta) = -6.90 / -7.66 eV
Energy relative to the best compared isomer or geometry (same formula, charge and spin) = 9.0 kcal per mole
Expectation value of S² = 3.78

Structure (XYZ):
```
75
C30H34BN2O4PS2Tc | the Open Molecules 2025 dataset | ωB97M-V/def2-TZVPD
Tc 0.05473 0.07547 -0.25710
O 3.05938 -5.54165 -2.63365
C 3.83588 -4.37164 -2.57626
C 2.95629 -3.24561 -2.11737
C 3.50345 -2.02870 -1.72085
C 2.67137 -1.02362 -1.28421
N 1.34123 -1.18972 -1.24930
C 0.78537 -2.34566 -1.68423
C 1.56983 -3.39324 -2.10324
C -0.69266 -2.31401 -1.72873
C -1.49874 -3.33810 -2.16474
C -2.87757 -3.14400 -2.22923
C -3.77168 -4.25518 -2.72614
O -3.16108 -5.51702 -2.64260
C -3.39161 -1.89866 -1.88355
C -2.53696 -0.90928 -1.44750
N -1.22016 -1.12755 -1.34818
H 3.59613 -6.27529 -2.95012
H 4.24183 -4.10138 -3.55950
H 4.68241 -4.46428 -1.88786
H 4.57172 -1.85962 -1.74082
H 3.04988 -0.06553 -0.94951
H 1.13320 -4.32741 -2.42342
H -1.08566 -4.29088 -2.46466
H -3.96539 -4.06695 -3.78612
H -4.73702 -4.21508 -2.21545
H -3.32008 -5.90463 -1.77572
H -4.45236 -1.69461 -1.94250
H -2.88542 0.07948 -1.17628
S -0.24827 -1.61076 1.65342
P -0.09251 0.02964 2.82790
S 0.01575 1.61980 1.48455
C -1.51216 0.21248 3.88241
C -1.51856 -0.50744 5.07852
C -2.64903 -0.48347 5.87777
C -3.75851 0.25545 5.48897
C -3.74511 0.98040 4.30470
C -2.62327 0.95817 3.49219
C 1.38212 0.01223 3.82564
C 2.16612 -1.13329 3.92872
C 3.29125 -1.11369 4.74118
C 3.63178 0.04114 5.42882
C 2.85198 1.18750 5.31672
C 1.72347 1.17734 4.51802
H -0.64870 -1.07502 5.38590
H -2.66017 -1.03444 6.80801
H -4.63877 0.27096 6.11750
H -4.60652 1.56745 4.01728
H -2.61007 1.52662 2.57082
H 1.89663 -2.03195 3.38950
H 3.90096 -2.00191 4.83487
H 4.51101 0.05163 6.05899
H 3.12335 2.08532 5.85457
H 1.11003 2.06768 4.43874
C -1.03611 3.74522 -4.10571
C -0.76377 3.64380 -2.61678
C -1.66844 4.58769 -1.84690
O -1.14636 2.27566 -2.20847
B -0.04400 1.66823 -1.72976
O 1.10811 2.38241 -1.76078
C 0.77217 3.74875 -2.22714
C 1.07059 4.67101 -1.05912
C 1.70154 4.05683 -3.38408
H -2.10176 3.60851 -4.28363
H -0.49769 2.98417 -4.66802
H -0.75196 4.72638 -4.48499
H -2.68981 4.48274 -2.21021
H -1.36202 5.62365 -1.98998
H -1.66462 4.36747 -0.78057
H 0.40854 4.49792 -0.21138
H 0.98221 5.71476 -1.35950
H 2.09512 4.49744 -0.73177
H 1.60657 3.33137 -4.18888
H 2.73026 4.03753 -3.02545
H 1.50230 5.05096 -3.78374
```